(1)
22
Properties=species:S:1:pos:R:3:forces:R:3:mulliken_charge:R:1 method="wB97M-V/def2-TZVPD" de_lowest_ev=5.012 homo_lumo_gap_ha=0.2999 e_tot_ev=-12371.5186 homo_ev=-7.237
C -0.791 1.186 -0.633 0.79 -1.41 -0.19 -0.49
C -0.245 1.002 0.681 -0.99 -0.84 0.03 0.86
C -0.749 -1.417 -0.486 -0.60 0.34 -2.03 -0.29
C -0.109 2.391 1.339 3.55 -2.14 -0.21 -1.20
C -0.135 -2.352 1.775 -2.86 1.71 0.24 -0.96
C 1.431 1.535 -1.883 1.72 1.10 0.99 -0.82
N -0.173 -0.134 1.366 0.94 4.34 -0.20 -0.94
N -0.316 -1.325 0.723 0.52 -0.63 1.62 0.55
N -1.232 -2.592 -0.946 0.77 -2.20 1.23 -0.28
N -0.021 1.438 -1.655 -0.36 0.15 -1.25 0.01
H 0.436 3.115 0.682 -0.54 -0.71 0.43 0.29
H -1.004 2.777 1.645 -2.40 0.99 0.67 0.30
H 0.518 2.157 2.212 -0.16 0.58 0.00 0.37
H -1.125 -2.215 2.398 2.06 -1.26 -0.90 0.28
H 0.086 -3.235 1.261 -0.42 -1.93 -0.31 0.45
H 0.718 -2.146 2.383 0.38 0.60 0.33 0.26
H 1.801 0.714 -2.473 -0.28 -0.38 -0.72 0.34
H 1.602 2.522 -2.450 0.03 -1.52 0.95 0.29
H 2.189 1.445 -0.983 -2.21 0.63 -1.14 0.27
H -1.284 -2.784 -1.928 -0.09 0.67 -0.25 0.26
H -1.087 -3.520 -0.456 -0.26 1.47 -0.30 0.18
H -0.509 1.439 -2.571 0.42 0.43 0.99 0.27

---

(2)
23
Properties=species:S:1:pos:R:3:forces:R:3:mulliken_charge:R:1 method="wB97M-V/def2-TZVPD" de_lowest_ev=2.523 homo_lumo_gap_ha=0.3437 e_tot_ev=-14421.4277 homo_ev=-8.815 smiles="CCc1nc(=O)n(NC)n1C"
C 0.677 -0.625 -0.074 1.14 -0.08 -0.52 0.60
C -1.405 -1.477 0.192 0.90 -0.10 0.20 0.23
C 2.831 -1.884 0.142 -0.86 1.35 -0.06 -1.19
C 0.388 1.766 0.615 3.63 -0.01 0.54 -0.99
C -2.653 1.127 -0.845 -0.93 0.71 -2.16 -0.77
C 2.132 -0.648 -0.516 -0.20 1.32 1.90 -0.22
N -0.074 -1.663 -0.213 -1.53 -2.36 0.21 -0.61
N 0.083 0.466 0.241 -4.41 -0.17 1.18 0.12
N -1.500 -0.097 0.696 3.14 -0.19 0.29 -0.02
N -2.427 0.791 0.491 -0.38 -0.30 1.78 -0.19
O -2.300 -2.308 0.289 1.18 1.81 -0.41 -0.58
H 2.437 -2.790 -0.263 -0.30 -0.52 -0.39 0.32
H 2.590 -1.901 1.211 0.15 0.12 -0.17 0.31
H 3.887 -1.866 0.020 0.87 0.07 -0.15 0.39
H 1.324 2.090 0.077 -1.23 0.07 -0.03 0.32
H -0.435 2.375 0.441 -1.33 1.40 -0.48 0.39
H 0.719 1.870 1.650 -0.41 -0.14 0.39 0.32
H -3.195 0.266 -1.340 0.79 1.01 0.15 0.23
H -3.287 2.037 -0.931 0.34 -0.62 0.08 0.33
H -1.658 1.352 -1.312 -0.88 -0.31 -0.13 0.26
H 1.860 -0.700 -1.549 1.11 -0.38 -1.22 0.24
H 2.622 0.416 -0.309 -0.82 -2.47 -0.35 0.19
H -2.615 1.402 1.286 0.02 -0.21 -0.65 0.32

---

(3)
24
Properties=species:S:1:pos:R:3:forces:R:3:mulliken_charge:R:1 method="wB97M-V/def2-TZVPD" de_lowest_ev=8.609 homo_lumo_gap_ha=0.3398 e_tot_ev=-16463.0652 homo_ev=-9.145
C 0.762 -2.227 0.693 -1.56 4.23 1.37 -0.32
C 1.722 -0.140 0.362 -2.70 7.35 2.09 -0.23
C -0.630 0.171 -0.737 -0.03 0.34 -2.14 0.16
C -0.338 2.292 0.598 -1.54 1.94 -1.66 -0.44
C -0.568 1.462 2.750 1.02 0.53 0.31 -0.65
C -1.036 -1.436 -2.376 0.53 -2.18 -1.68 0.58
H 0.207 -2.084 1.746 1.20 0.31 -2.21 0.19
H 0.134 -1.930 -0.163 -0.38 -1.35 0.70 0.02
H 1.161 -3.152 0.723 0.88 -3.18 -0.47 0.34
H 2.570 0.560 0.256 0.45 -1.17 -0.55 0.37
H 1.316 0.269 1.309 -0.37 -0.06 -0.59 0.15
H 1.381 -0.248 -1.600 -3.00 1.28 1.81 0.38
H -2.325 1.211 0.331 3.48 -0.36 -1.74 0.47
H 0.284 2.695 -0.381 -1.14 -1.37 3.03 0.29
H -1.146 3.087 0.823 1.29 -0.82 -0.26 0.39
H 0.281 0.573 3.373 -3.26 2.87 -1.43 0.16
H -0.886 2.661 3.488 0.67 -4.14 -1.85 0.19
H -1.446 0.950 1.605 2.10 0.21 4.34 0.48
N 0.791 0.220 -0.757 0.69 -1.56 -2.12 -0.26
N -1.208 1.120 0.187 -1.43 -0.61 -1.21 -0.36
N -1.400 -0.428 -1.673 0.52 3.52 4.34 -0.62
N -0.913 -2.368 -3.062 0.32 0.45 0.37 -0.55
O 1.905 -1.374 0.471 2.28 -6.78 0.38 -0.42
O 0.358 1.982 1.766 -0.05 0.54 -0.82 -0.32